w) Below is a molecular structure, O2, with properties calculated with ωB97M-V/def2-TZVPD.

## Properties
Gap between HOMO and LUMO (Eh): 0.27434
HOMO level (eV): -12.66
E_LUMO (eV): -5.19
2S+1: 1

Positions of all 2 atoms, in Å:
O1 0.412 -0.023 0.762
O2 -0.412 0.023 -0.762

=====

x) Below is a single O2 molecule, with properties calculated with ωB97M-V/def2-TZVPD.

## Properties
Gap between HOMO and LUMO (Eh): 0.28769
HOMO level (eV): -10.69
E_LUMO (eV): -2.86
2S+1: 1

Positions of all 2 atoms, in Å:
O1 -0.531 -0.211 -0.301
O2 0.531 0.211 0.301

=====

So which one is most stable? That would be x), about 4.195 eV below the next structure.

=====

w) Below is a molecular structure, O2, with properties calculated with ωB97M-V/def2-TZVPD.

## Properties
Gap between HOMO and LUMO (Eh): 0.27593
HOMO level (eV): -12.53
E_LUMO (eV): -5.02
2S+1: 1

Positions of all 2 atoms, in Å:
O1 0.305 -0.432 0.657
O2 -0.305 0.432 -0.657

=====

x) Below is 2 unconnected molecules or ions with the total composition O2, with properties calculated with ωB97M-V/def2-TZVPD.

## Properties
Gap between HOMO and LUMO (Eh): 0.24959
HOMO level (eV): -12.99
E_LUMO (eV): -6.20
2S+1: 1

Positions of all 2 atoms, in Å:
O1 0.000 0.000 1.066
O2 0.000 0.000 -1.066

=====

So which one is most stable? That would be w), about 3.818 eV below the next structure.

=====

w) Below is a gas-phase ion, C3H5Cl2N4 (charge +1), with properties calculated with ωB97M-V/def2-TZVPD.

## Properties
Net charge: +1
Gap between HOMO and LUMO (Eh): 0.37754
HOMO level (eV): -14.72
E_LUMO (eV): -4.45
2S+1: 1

Positions of all 14 atoms, in Å:
Cl1 -0.962 2.033 -1.129
Cl2 1.503 2.455 0.538
N1 0.266 -1.948 -1.415
N2 0.901 0.209 -0.482
N3 -0.549 1.041 1.236
N4 -0.852 -1.041 0.271
C1 0.284 1.368 0.059
C2 -1.081 -0.169 1.207
C3 0.164 -0.922 -0.587
H1 1.852 0.438 -0.710
H2 -0.639 1.722 1.965
H3 1.197 -2.195 -1.734
H4 -0.383 -2.706 -1.349
H5 -1.700 -0.285 2.130

=====

x) Below is a gas-phase ion, C3H5Cl2N4 (charge +1), with properties calculated with ωB97M-V/def2-TZVPD.

## Properties
Net charge: +1
Gap between HOMO and LUMO (Eh): 0.38603
HOMO level (eV): -14.90
E_LUMO (eV): -4.39
2S+1: 1

Positions of all 14 atoms, in Å:
Cl1 -0.890 1.676 1.094
Cl2 1.800 1.210 -2.485
N1 1.506 -0.578 0.931
N2 -2.033 -0.523 0.394
N3 -0.160 0.323 -1.005
N4 1.907 0.297 -0.049
C1 0.287 -0.818 1.236
C2 1.113 0.570 -1.090
C3 -0.788 -0.006 0.513
H1 0.033 -1.378 2.036
H2 -2.271 -1.530 0.420
H3 2.838 0.388 -0.031
H4 -0.680 0.352 -1.913
H5 -2.662 0.015 -0.051

=====

So which one is most stable? That would be w), about 1.847 eV below the next structure.

=====

w) Below is a molecular structure, C5H9NO4, with properties calculated with ωB97M-V/def2-TZVPD.

## Properties
Gap between HOMO and LUMO (Eh): 0.36681
HOMO level (eV): -9.50
E_LUMO (eV): 0.48
2S+1: 1

Positions of all 19 atoms, in Å:
O1 -1.012 -0.686 2.481
O2 1.050 1.167 3.379
O3 -2.334 1.481 2.557
O4 0.318 3.428 1.132
N1 -1.388 0.652 0.581
C1 1.161 2.612 3.376
C2 0.542 1.093 2.051
C3 -0.844 0.435 1.977
C4 0.591 2.615 1.965
C5 0.357 3.295 4.459
H1 0.781 3.053 5.442
H2 -2.933 0.842 2.955
H3 1.226 0.586 1.350
H4 2.218 2.923 3.399
H5 -0.691 2.973 4.429
H6 -1.114 1.488 0.066
H7 0.406 4.383 4.318
H8 -2.480 1.362 1.163
H9 -1.238 -0.140 -0.039

=====

x) Below is a molecular structure, C5H9NO4, with properties calculated with ωB97M-V/def2-TZVPD.

## Properties
Gap between HOMO and LUMO (alpha / beta) (Eh): 0.29505 / 0.29502
HOMO level (alpha / beta) (eV): -8.78 / -8.78
E_LUMO (alpha / beta) (eV): -0.75 / -0.75
2S+1: 1

Positions of all 19 atoms, in Å:
O1 1.369 2.096 0.068
O2 0.838 -0.322 1.724
O3 1.480 -1.314 -0.247
O4 1.072 0.935 -1.833
N1 1.075 -2.699 -0.237
C1 0.599 -0.559 0.551
C2 -0.929 -0.752 0.090
C3 -1.489 1.578 0.894
C4 -1.130 0.660 -0.209
C5 0.876 1.174 -0.511
H1 1.671 -3.121 0.475
H2 -1.483 2.624 0.590
H3 1.395 -3.016 -1.149
H4 -1.360 0.933 -1.234
H5 1.707 1.591 -2.169
H6 -0.768 1.422 1.711
H7 -1.465 -1.118 0.963
H8 -0.985 -1.413 -0.768
H9 -2.473 1.301 1.290

=====

So which one is most stable? That would be w), about 1.097 eV below the next structure.